Entry 1:
DFT (ωB97M-V/def2-TZVPD) results for C22H59Ag2N4O8 as an isolated structure.

CARTESIAN COORDINATES (ANGSTROEM)
O 1.06585 -2.18181 -0.89772
H 0.25681 4.78990 -3.16184
H 0.28662 2.48325 0.41824
H -0.49277 -5.23161 5.86786
C 0.90787 1.71623 -2.95280
H -3.33940 0.72426 0.58057
H -2.44509 -1.29601 -7.08910
C -0.79961 -2.49185 2.75827
H -2.27630 4.55140 -1.03466
H -1.43843 -0.91432 4.01548
O -1.51756 -3.68848 4.86887
H -0.72819 1.99671 1.76701
H -4.82609 1.72598 -2.38953
H 1.02600 0.83590 -3.58458
O -2.69263 -1.26295 -5.15885
H -3.73257 3.95583 0.71460
C -4.11146 1.36102 1.01250
C 4.51996 -0.89856 -0.44851
H 5.96921 0.19856 0.73121
C -0.15574 -2.00340 -0.98344
H -0.82714 -4.52333 3.15396
N -1.46897 4.35653 -0.45991
H -3.68194 0.63749 -1.56318
H -4.72584 0.74235 1.66662
H -3.09755 0.28785 -6.62579
C -0.49494 2.82434 1.09715
H -2.75749 -2.41191 3.01019
H 3.68695 1.73559 2.36330
C -2.93289 3.42280 1.22889
O 6.45456 -1.84649 0.57673
O -3.48890 2.29167 1.88794
C -0.59958 -1.08109 3.33974
C 2.27120 0.59896 2.92820
H -2.47049 -1.23132 -3.12158
C -1.76131 3.17264 0.32659
N -2.15209 -2.57541 2.21845
H 2.07147 3.20008 -3.94465
H -1.98829 -4.66942 6.62600
N 3.68560 -1.50049 0.58542
H -2.40681 -1.83729 1.57783
O -0.82621 -2.86639 -1.57940
C -1.49713 -4.85660 5.67110
H -1.81629 0.22727 -3.78888
H -0.05908 -2.61624 1.96818
C -2.37844 -0.48739 -6.36125
H 0.21682 -1.10017 4.06170
O 0.64941 4.03424 -2.71862
H 0.37373 3.09509 -4.48245
C 5.97740 -0.62005 0.01154
H -1.37746 -0.06206 -6.43359
C 7.78798 -1.74292 1.00088
O 3.56469 0.78768 2.45344
H -4.70462 1.92092 0.28948
H -1.54062 -0.80626 0.27017
H -3.08521 1.94100 -2.55685
H 1.59092 0.60876 2.07659
H 2.20560 -0.39453 3.37180
H 8.31849 -1.27429 0.17200
C 2.01196 1.64995 4.01860
H 2.55047 1.46493 4.94804
H -0.12886 0.11110 -0.30732
H 8.32401 -2.65325 1.26933
C -2.61234 -0.50530 -3.92213
C -3.86499 0.28568 -3.70661
C 3.76376 0.34136 -0.97009
H 0.46853 -3.70164 4.09788
H 3.79129 1.13887 -0.22759
H -0.04292 1.57166 -2.43977
Ag -2.57950 -4.26621 -1.63964
H -4.06754 0.88325 -4.59543
H -0.45271 -0.28427 2.61063
H -0.69601 4.11169 -1.06216
C -0.57364 -3.66805 3.78032
N -4.96557 -0.63681 -3.41581
C -0.82501 -0.69347 -0.54425
C -3.87747 1.19651 -2.47826
H 3.59113 -0.72145 1.22125
H 1.61605 1.72257 -2.12422
H 2.81702 -1.52634 0.07063
Ag 1.52344 -4.38393 -1.43751
H 2.20883 2.69312 3.77137
H -5.05328 -1.36767 -4.10737
H -2.62306 4.12846 1.99971
H 2.77832 0.06237 -1.34318
H -1.41815 -0.27688 -1.35833
H -2.00067 2.34533 -0.34152
C 1.04317 3.03207 -3.62456
H 0.93521 1.67167 4.18659
H -4.72244 -1.13718 -2.57283
H -2.16724 -5.59533 5.23140
H -0.12884 3.61774 1.74875
H 7.82601 -1.18416 1.93600
H 4.18402 0.75471 -1.88694
H 6.66809 -0.37924 -0.79658
H 4.50691 -1.55350 -1.31970

Its spin multiplicity is 4. As for the total charge: +2. The gap between HOMO and LUMO (spin up / spin down) is 3.681 / 3.197 eV. As for the total energy: -1987.553000 Eh. The calculation puts the largest force on an atom at 4.3 eV Å⁻¹. For the HOMO energy (spin up / spin down), the calculation gives -10.1 / -13.2 eV. As for the expectation value of S²: 3.76.

Atomic partial charges in e from the Löwdin method, atoms 1 to 5: -0.14, 0.10, 0.06, 0.09, -0.09

---

Entry 2:
DFT (ωB97M-V/def2-TZVPD) results for a 5-piece molecular cluster, C22H59BN5O6 overall.

CARTESIAN COORDINATES (ANGSTROEM)
C 0.14632 -7.33399 0.70287
O 1.91034 2.01112 -4.43473
H -1.21121 -4.19533 1.09347
H -1.29853 1.04542 -1.01325
H 4.96026 5.62531 0.68182
H -2.71429 7.84780 -2.54406
C -0.75533 7.60305 -3.07972
H -4.29255 -4.03327 4.08455
H 3.70393 4.24208 3.17449
H 0.38105 -9.28797 4.36033
C -2.65391 -2.77161 4.76289
C -2.42010 -2.18700 3.36234
B 1.36932 1.66541 -3.22796
C -1.84823 -4.04146 1.96635
C 0.55699 -8.47572 3.64987
H -1.53431 -8.58250 3.19841
O 1.17793 2.66877 -2.29175
C -1.68991 -0.96838 -0.57402
H 1.91914 -9.53197 2.32331
H 1.29201 1.80748 -5.15833
H 0.29203 9.19801 -4.08146
H 0.56814 -6.45374 3.74471
H 3.28837 2.40429 1.00630
C -2.64224 -0.39948 -3.33204
C -0.98101 0.09158 -1.41823
N 0.57784 -7.22221 4.41049
H -0.42141 8.05130 -2.13978
H 1.15102 7.65879 -4.12799
H -0.29021 -7.12360 4.93005
C 0.52850 -0.09634 -1.40692
C 1.93385 -8.70310 3.03357
H 1.46420 4.63335 0.05220
H -0.77613 -3.51622 4.92837
H -2.06201 -1.16026 3.48020
H -2.77177 -1.41885 -3.01117
H -0.97463 -1.51835 0.01771
H -2.88938 -3.97729 1.63547
H -3.44463 0.23685 -2.99512
C -0.63456 5.13548 -5.07431
H -0.33323 -6.71678 -0.05847
C 2.79825 4.83148 3.01848
H -0.54045 -9.43071 2.01750
C 0.16355 8.12187 -4.18150
H -2.81915 -4.92857 4.47853
N -1.32700 0.14492 -2.90189
N -2.11765 8.07698 -3.33397
H -3.81840 -4.28385 5.76456
C 4.90279 4.54496 0.53897
O -1.35998 5.31301 -3.86787
O -1.42281 -2.84462 2.59978
H 0.72447 -1.15067 -1.25638
H 5.12184 4.06195 1.49043
H -2.50111 7.54312 -4.10924
H -0.24769 -1.52102 -3.46524
H 2.65611 -8.94160 3.81272
O -0.72098 -7.37810 1.81930
H -2.24115 -1.70397 -1.14871
C -0.14960 -0.45729 -3.62210
C -3.43946 -4.07956 4.76460
H 2.19174 4.76488 3.92056
C -0.59710 -8.52817 2.63937
H -0.19228 -0.14491 -4.65620
H -1.19128 5.84535 -1.93586
H 0.35262 5.74266 -2.78177
N -1.40666 -2.96555 5.50524
H -3.36012 -2.13975 2.79384
C 3.54237 4.13094 -0.01245
H 0.22355 2.86587 -2.28351
C -0.68803 6.08320 -2.87738
H -0.82075 5.94664 -5.77884
H -0.93392 -2.07372 5.62129
H 2.30203 -7.81615 2.51845
C 1.00677 0.15614 -2.86829
H 2.57157 2.39777 -0.43141
H -0.24699 7.94187 -5.17448
H 3.51149 4.43038 -1.06437
H 0.43923 5.05022 -4.88303
H -3.24948 -2.03376 5.30805
C 2.35095 4.81886 0.66656
H -2.65755 -0.38858 -4.41380
H 5.69077 4.25575 -0.15501
H 3.06599 5.87816 2.85267
H -2.39461 -0.53768 0.12179
H 1.10481 -6.87444 0.95599
O 2.02223 4.31962 1.94684
H -1.72025 -4.90487 2.61916
H 0.31677 -8.33049 0.28727
H 1.04893 0.45099 -0.63700
H 2.49381 5.90679 0.70675
H -0.98539 4.21003 -5.53722
H -1.40077 1.14262 -3.08827
H 1.93512 -0.39911 -2.96820
N 3.43121 2.66943 0.03484

As for the total charge: +1. The gap between HOMO and LUMO is 7.344 eV. As for the total energy: -1623.445595 Eh. The calculation puts the largest force on an atom at 1.2 eV Å⁻¹. For the HOMO energy, the calculation gives -10.7 eV.

Atomic partial charges in e from the Löwdin method, atoms 1 to 5: -0.11, 0.19, 0.08, 0.15, 0.08

---

Entry 3:
DFT (ωB97M-V/def2-TZVPD) results for a 6-piece molecular cluster, C22H60ClF3N8O8PS overall.

CARTESIAN COORDINATES (ANGSTROEM)
H 0.50845 5.89290 -6.82014
H -0.49760 -1.88693 0.38297
H 0.24837 4.99552 -2.10354
H -5.82856 7.73999 -3.02928
H -3.84492 6.12078 -2.91031
H -6.48558 6.70664 -4.30597
C -5.05473 -5.38634 1.93126
N 0.91535 5.61017 -2.55755
H 6.21294 -6.26956 2.89961
H 2.66914 -5.37445 0.08655
H 0.34275 6.36852 -2.92029
O -1.95117 1.86319 0.18749
H -3.65483 8.35815 -4.06126
H -3.27480 -3.42395 1.63385
H 3.33865 -2.60866 1.40549
C -5.09096 8.37476 -6.18955
F -1.20921 4.70998 0.38370
H -6.04675 -5.81215 2.12233
H 1.94850 3.98161 -3.33804
C 2.58870 5.76011 -4.31842
H 3.71460 -5.48993 1.52743
C -4.39711 6.31503 -3.83606
H 3.44145 5.80787 -3.64214
H -4.38833 -4.81921 4.77096
C -0.06680 0.02121 0.79063
N -0.52059 -0.91017 0.00127
H 8.14636 -1.47417 2.96093
H 8.67116 -5.78245 3.42935
N -0.11038 -0.26551 2.08910
C -4.18874 -7.21331 3.22288
H -6.11204 -4.78080 4.38579
N 0.47380 1.20121 0.24923
H -0.85978 -0.69917 -0.92648
C -0.21538 3.87400 0.61485
F -0.11185 3.62263 1.91761
Cl -1.45170 0.91336 4.35768
O -3.96354 7.55596 -5.94371
C 0.40672 4.46580 -4.70867
C 2.78434 -5.83945 1.06893
H 4.62270 -4.86867 3.89133
C 7.83966 -5.64788 4.12307
H -3.71982 -6.79245 4.11537
P -1.77394 -0.40902 2.84936
O -1.48388 -1.85233 3.47455
H 0.15167 -4.19514 0.66001
H -3.68606 -8.14828 2.98352
H -2.56150 7.08007 -4.59367
O -0.48991 2.56489 -1.66521
O 6.79452 -2.96440 2.70157
O -0.52257 5.47097 -5.05252
H -5.24133 -3.28367 4.71031
H 1.03451 -4.56764 3.50642
H -5.50953 -3.35438 2.35150
H 5.78800 -4.33318 1.64824
C 8.08738 -2.55130 3.11034
C -3.60849 7.39374 -4.58630
C 1.48489 4.90162 -3.71008
H 2.93245 5.34850 -5.26879
H -3.50831 4.72620 -4.74600
H 0.85773 4.03525 -5.61271
H -4.97651 8.79402 -7.18824
H -5.02082 -5.11242 0.87324
N -4.45637 5.05681 -4.58471
H 1.13496 -2.37893 2.69000
C 1.29764 -3.14379 1.93157
C 6.69347 -4.30389 2.26338
H 8.09892 -4.85202 4.82100
C 1.72817 -4.40843 2.67670
H 2.11075 -1.59228 0.65518
H 8.26723 -2.76038 4.16692
N -3.45798 -3.62427 2.61457
H 1.19222 1.61247 0.83989
C -5.16330 -4.26468 4.24122
H -6.21278 6.04764 -2.70260
H -4.81026 5.26532 -5.51437
H 2.72503 -4.27207 3.11248
H -0.68859 -3.60800 1.89905
C 6.54267 -5.34348 3.38169
H -5.24118 -7.42307 3.43138
N 5.51855 -4.96323 4.35939
H 2.38859 -3.21301 0.04387
O -4.04887 -6.36112 2.09649
H 2.25302 6.78278 -4.48844
C -4.84013 -4.11643 2.75923
H 7.73064 -6.56338 4.70221
C 2.34577 -2.61597 0.95454
O 1.67176 -5.58892 1.91132
H 2.84763 -6.91660 0.92921
H 0.46599 0.35699 2.65236
N 0.02273 -3.35316 1.22006
H 5.73451 -4.02390 4.68322
H 8.86470 -3.03223 2.51006
S -0.68063 2.31026 -0.28208
H 7.53686 -4.55542 1.60704
H -1.01511 6.75970 -6.54297
H -6.02331 7.80545 -6.16364
H -0.18663 3.67818 -4.23675
H 0.42616 7.22674 -5.63650
H -5.14981 9.19568 -5.46847
H -2.34770 -2.31300 3.63056
C -5.81224 6.73253 -3.44936
F 0.92177 4.33991 0.14252
C -0.11394 6.37829 -6.06350
H -2.84764 -4.41478 2.82250

As for the total charge: +1. The gap between HOMO and LUMO is 6.528 eV. As for the total energy: -3413.254249 Eh. The calculation puts the largest force on an atom at 1.8 eV Å⁻¹. For the HOMO energy, the calculation gives -10.4 eV.

Atomic partial charges in e from the Löwdin method, atoms 1 to 5: 0.09, 0.08, 0.03, 0.08, 0.13

---

Entry 4:
DFT (ωB97M-V/def2-TZVPD) results for a 9-piece molecular cluster, C22H60ClO24S8 overall.

CARTESIAN COORDINATES (ANGSTROEM)
C 1.27521 -5.52393 -1.28087
C 4.93680 -0.69117 -3.04315
O -1.58614 5.19075 -1.08819
O 3.95993 4.95226 2.96023
H 1.78028 -5.57211 -2.23898
H -3.93031 -2.84797 -4.56025
S 2.60250 -5.07843 -0.02084
H -0.38740 -3.43998 3.57610
H -4.46787 -0.23076 -0.90041
H -5.73706 -2.98725 -6.10546
O -0.92176 -1.69345 1.65521
H -1.03678 5.79033 -3.75728
H 2.25478 1.91451 2.08726
H 0.76328 4.90177 -1.72037
H -3.79376 1.35350 1.28655
H 2.78338 -2.67887 0.60117
O 2.81873 4.32284 0.80464
H -2.20503 -1.70028 5.81459
H -5.63627 -1.56768 -1.10406
C 1.62333 4.78132 0.17682
C -4.66213 -1.28303 -0.70443
H -2.96386 -3.20935 5.49673
S 4.07122 -1.16998 4.79990
Cl -0.20127 -0.51676 1.20227
C 5.92410 -0.78404 -4.18825
O 2.05248 1.79044 -3.33501
H 2.70720 -2.99151 -1.17880
H 0.70203 4.35296 0.58395
C -4.81497 1.39333 1.65882
H 1.28539 -3.07464 -0.24135
C -1.32822 -2.12183 -3.48555
H 2.56263 2.45935 3.82370
H 4.90957 -2.51730 3.02949
H -0.90117 2.48331 -2.41904
C -4.14479 -1.91907 -5.10385
H 0.27369 -5.12263 -1.15630
S 2.78550 4.28415 2.46534
O 2.70952 -0.33427 4.81480
H 6.80071 -1.39874 -4.00846
H -2.42631 -2.79525 7.21851
O 5.22778 -0.28793 4.79207
C 0.84799 0.72040 5.86170
H -3.47609 -1.56681 1.18600
C -0.00847 -2.90946 4.45191
O -3.98902 -0.46053 3.34375
O 1.11452 -0.59286 1.79837
H -4.51234 -2.80761 0.78608
H -4.39652 -2.65923 -7.17889
H 4.22155 -1.51360 -3.05799
H 3.91006 2.28269 2.73172
C -4.46351 -1.71409 0.73828
C 1.65990 4.45297 -1.29303
O 2.03455 -0.70074 -3.07637
S -0.72239 -3.68305 5.91066
H -0.21168 -1.84602 4.34850
O 1.50106 4.80027 2.91303
C 2.85971 0.84284 -1.05289
H 0.28866 0.50464 4.95016
O -1.03032 0.62820 1.46633
H -0.38280 4.18107 -3.71950
H -2.17561 5.31664 -5.87508
O -2.45138 4.30623 -3.29577
H 5.39552 -0.60950 -2.05589
S -2.38521 4.13832 -1.65804
C -4.95786 -2.26226 -6.33213
O -3.75095 3.92507 -1.25280
H 3.65599 -1.58849 2.30815
C -1.28603 4.74870 -3.97093
S 2.65132 0.58593 -2.83525
H 1.79481 -1.19239 6.43801
H -0.99302 2.55961 -0.57367
H -4.92016 2.26903 2.29730
C -1.48700 4.57677 -5.47316
H 0.10203 0.56054 6.64341
C 2.35375 -3.28817 -0.18727
H -2.14773 -2.76740 -3.19629
H 2.78283 0.23057 6.80660
H 1.52352 3.38822 -1.48209
H -5.52903 1.48237 0.84330
H 1.17111 -6.54778 -0.89522
O -2.94580 -0.08347 -3.24490
S -5.19948 -0.07933 2.66623
O 3.98393 -2.25205 5.76320
H 3.29360 -2.90138 3.49479
O -2.87074 -1.35614 -5.44217
H -1.64887 3.54757 -5.78095
H -0.60005 -2.44764 -4.22878
O -0.05310 -0.66805 -0.23108
C 2.04414 -0.17967 6.11817
C 2.84403 2.51128 2.77423
H -0.68222 -1.77483 -2.67608
H -4.73170 -1.24058 -4.48647
H 1.06594 -3.07905 4.41438
H 2.58770 4.67565 -1.81983
O -5.52631 -1.17671 1.53500
O 2.16349 -5.52411 1.34720
S -2.06396 -0.66599 -4.22115
H -5.41735 -1.33456 -6.68219
H 5.35344 -0.97118 -5.09742
H -3.96803 -1.85117 -1.33208
O -1.02556 0.16664 -4.78722
H -2.32625 1.83552 -1.59945
H 1.48571 5.85406 0.34283
O 0.20353 -3.27732 7.05398
H 2.43694 1.77084 -0.67592
C 3.93932 -2.06313 3.24334
H 6.29905 0.23210 -4.35004
O 4.20420 0.53997 -3.26790
H 2.50257 0.00286 -0.46176
H 3.92827 1.00964 -0.90393
C -2.22867 -2.73773 6.15337
H 1.13136 1.77136 5.84473
O -6.41763 0.12637 3.37189
C -1.51620 2.55577 -1.52438
H -0.50201 4.84074 -5.87789

As for the total charge: -1. The gap between HOMO and LUMO is 8.221 eV. As for the total energy: -6325.349503 Eh. The calculation puts the largest force on an atom at 3.6 eV Å⁻¹. For the HOMO energy, the calculation gives -6.6 eV.

Atomic partial charges in e from the Löwdin method, atoms 1 to 5: -0.24, -0.26, -0.29, -0.29, 0.04

---

> Among the records above, which one has the highest total charge?

C22H59Ag2N4O8

---

> Among the records above, which one has the highest total charge?

C22H59Ag2N4O8

---

> total charge of number 3 (C22H60ClF3N8O8PS)?

+1